# 1
{"formula": "C4H4MgO5", "method": "ωB97M-V/def2-TZVPD", "homo_energy_ev": -19.143, "total_charge": 2, "orbital_gap_ev": 9.01, "symbols": ["O", "C", "C", "O", "O", "C", "H", "H", "H", "H", "Mg", "O", "C", "O"], "coordinates": [[-1.7267, 1.2533, 0.5855], [-0.6138, 0.4998, 0.3321], [-2.9061, 0.6941, 0.1629], [-0.3637, 0.1659, -0.8624], [-2.5090, -0.8250, 0.5254], [-3.5670, -1.2973, 0.0379], [-2.9786, 0.7759, -0.9314], [-3.7228, 1.1445, 0.7419], [-3.7188, -1.3340, -1.0514], [-4.1987, -1.8602, 0.7413], [1.6416, 0.2550, -0.3659], [0.3273, 0.6135, 1.1669], [3.9820, 0.0749, -0.5959], [5.0945, -0.0316, -0.6013]], "forces_ev_per_a": [[-0.4, -0.6, 1.2], [2.6, 3.5, -0.8], [2.6, 1.9, -0.9], [-0.1, -1.0, -0.1], [-2.7, 0.7, -0.2], [0.3, -3.0, 0.6], [-0.4, -0.6, 0.2], [0.0, -0.8, 0.0], [-0.4, 0.7, 0.2], [-0.2, 0.0, -0.4], [-0.7, 0.0, 0.4], [-0.4, -0.8, -0.2], [0.7, -0.1, 0.1], [-1.1, 0.1, -0.1]]}


# 2
{"formula": "C4H4N", "method": "ωB97M-V/def2-TZVPD", "de_lowest_kj_mol": 131.7, "homo_energy_ev": -16.408, "total_charge": 1, "orbital_gap_ev": 8.16, "symbols": ["C", "C", "C", "C", "N", "H", "H", "H", "H"], "coordinates": [[-3.0751, 0.5923, -0.1447], [3.4463, 0.1567, 0.1567], [-1.9999, -0.0371, -0.1278], [-0.8271, -0.6659, -0.0447], [2.3314, -0.0295, 0.0905], [-3.7403, 1.4183, -0.0408], [4.4470, 0.3396, 0.1874], [-0.5639, -1.7008, -0.2968], [-0.0183, -0.0735, 0.2201]], "forces_ev_per_a": [[2.3, -0.8, 0.2], [-1.0, -0.1, -0.1], [-2.0, 0.5, 0.0], [-0.8, -1.1, -0.8], [-1.5, -0.2, 0.0], [-0.6, 0.0, -0.1], [2.3, 0.4, 0.1], [-0.6, 0.2, 0.1], [1.9, 1.1, 0.7]]}


# 3
{"formula": "C4H4N", "method": "ωB97M-V/def2-TZVPD", "de_lowest_kj_mol": 129.8, "homo_energy_ev": -16.201, "total_charge": 1, "orbital_gap_ev": 9.14, "symbols": ["C", "C", "C", "C", "N", "H", "H", "H", "H"], "coordinates": [[1.4929, 1.9173, -0.0426], [-2.1524, -0.9546, -0.8601], [1.0732, 0.8430, 0.3873], [0.6363, -0.4467, 0.7726], [-1.2956, -1.0131, -0.1383], [2.0817, 2.7114, -0.4442], [-2.8130, -1.2875, -1.6171], [-0.1088, -0.5410, 1.6995], [1.0857, -1.2288, 0.2428]], "forces_ev_per_a": [[-0.2, -2.3, 1.0], [-1.4, -1.1, -1.7], [-0.2, 0.2, -0.5], [-2.5, 3.1, 2.1], [2.5, 0.9, 1.8], [-0.3, 0.4, -0.1], [-0.8, 0.5, -0.4], [2.5, -0.1, -2.0], [0.5, -1.5, -0.2]]}


# 4
{"formula": "C4H4N2", "method": "ωB97M-V/def2-TZVPD", "de_lowest_kj_mol": 869.4, "homo_energy_ev": -8.105, "orbital_gap_ev": 8.07, "symbols": ["C", "C", "C", "C", "N", "N", "H", "H", "H", "H"], "coordinates": [[1.2324, 0.1037, 0.6295], [0.9159, -1.1459, 0.7711], [0.9568, 1.2687, -0.1292], [0.1089, 0.8651, -1.0332], [-0.0328, -0.8953, -0.2247], [-1.3037, -1.1672, 0.1831], [1.5763, 2.1986, 0.0417], [-0.4586, 1.0529, -1.9747], [-1.2976, -1.8914, 0.9895], [-1.6976, -0.3890, 0.7469]], "forces_ev_per_a": [[-1.0, 0.1, 1.2], [2.0, -0.3, 1.3], [2.5, 2.1, -0.1], [-1.6, -2.5, 0.5], [0.7, 1.4, -3.8], [-3.0, -0.5, 2.8], [-1.0, -1.0, -0.6], [0.5, -0.2, 1.4], [0.6, 1.0, -2.0], [0.2, 0.0, -0.8]]}


# 5
{"formula": "C4H4N2", "method": "ωB97M-V/def2-TZVPD", "de_lowest_kj_mol": 537.8, "homo_energy_ev": [-8.248, -8.249], "orbital_gap_ev": [8.00, 8.00], "symbols": ["N", "C", "C", "C", "C", "N", "H", "H", "H", "H"], "coordinates": [[0.0560, 0.8354, -1.3251], [0.0129, -0.1256, -0.2999], [-0.1443, 0.2692, 1.0697], [-0.3076, 0.6796, 2.1959], [0.0232, -1.5222, -0.6411], [-0.0313, -2.6775, -0.9028], [-0.8488, 1.0504, -1.7375], [0.5053, 1.6947, -1.0320], [1.1966, -1.2262, -0.5265], [-0.4619, 1.0222, 3.1993]], "forces_ev_per_a": [[0.0, 0.0, 0.1], [0.6, -0.4, 0.0], [0.2, 0.0, 0.4], [0.1, -0.3, -0.6], [-0.7, -1.1, -0.4], [-0.4, 0.5, 0.1], [0.2, -0.3, 0.0], [-0.1, -0.1, 0.0], [0.0, 1.8, 0.6], [0.0, -0.1, -0.3]]}


# 6
{"formula": "C4H4N2", "method": "ωB97M-V/def2-TZVPD", "de_lowest_kj_mol": 409.9, "homo_energy_ev": -9.644, "orbital_gap_ev": 10.87, "smiles": "C#C.C#C.N#N", "symbols": ["C", "C", "H", "H", "C", "C", "H", "H", "N", "N"], "coordinates": [[1.2343, 1.0175, 0.0122], [1.8726, 0.0282, -0.2218], [0.9546, 2.0151, 0.2248], [2.5616, -0.7562, -0.3963], [-1.8727, -0.0479, 0.2243], [-1.2828, 0.9544, -0.0715], [-2.5194, -0.8548, 0.4519], [-1.0516, 1.9506, -0.3425], [0.5763, -2.1449, -0.1075], [-0.4729, -2.1621, 0.2262]], "forces_ev_per_a": [[1.4, -0.1, -0.1], [0.4, 0.9, 0.1], [-0.2, 0.0, 0.1], [-0.1, -0.2, -0.1], [-0.4, 0.8, -0.1], [-1.3, -0.1, 0.1], [0.1, -0.2, 0.1], [0.2, 0.0, -0.1], [-1.8, -0.6, 0.5], [1.8, -0.5, -0.5]]}